ORCA calculation (ωB97M-V/def2-TZVPD) on a molecular structure, C36H36N5O2Sr in a non-equilibrium geometry.

```
80
Properties=species:S:1:pos:R:3
Sr -0.37156 0.53196 1.19858
C 1.98181 -1.37575 -5.94028
C 2.84084 -1.57472 -4.72227
C 4.20949 -1.73929 -4.85325
C 5.02930 -1.88234 -3.74736
C 4.47044 -1.86924 -2.48163
C 3.10602 -1.73569 -2.32316
C 2.28190 -1.58057 -3.43469
N 0.90166 -1.50382 -3.28292
C 0.27609 -1.19008 -2.01527
N -0.21075 -2.29706 -1.43424
C -1.25184 -2.52801 -0.49749
C -1.73591 -1.51722 0.34971
C -2.88769 -1.86619 1.07407
C -3.50017 -3.10516 0.98211
C -2.92084 -4.10110 0.21802
C -1.78452 -3.83348 -0.52631
C -1.16445 -4.95407 -1.32503
N 0.16923 0.01472 -1.61298
C 0.79902 1.03519 -2.32092
C 2.10507 1.40183 -1.98754
C 2.74467 2.42130 -2.66630
C 2.09299 3.09272 -3.68826
C 0.79371 2.74389 -4.01312
C 0.13286 1.72485 -3.34433
C -1.26894 1.34441 -3.72171
H 2.59346 -1.39053 -6.83987
H 1.47180 -0.41086 -5.89981
H 1.22580 -2.15730 -6.02592
H 4.63758 -1.74886 -5.84646
H 6.09579 -1.99592 -3.87604
H 5.09627 -1.95291 -1.60801
H 2.66994 -1.72095 -1.33521
H 0.45580 -1.00370 -4.04258
H 0.09598 -3.13024 -1.91970
H -3.33848 -1.13337 1.73133
H -4.40881 -3.31356 1.53225
H -3.35792 -5.09211 0.18886
H -1.66833 -5.88844 -1.08609
H -0.10898 -5.07879 -1.08372
H -1.26209 -4.79136 -2.39933
H 2.60729 0.86884 -1.19425
H 3.75807 2.68703 -2.40289
H 2.59255 3.88509 -4.22734
H 0.28174 3.26303 -4.81298
H -1.78964 2.19180 -4.16402
H -1.81555 0.99427 -2.84566
H -1.26163 0.53809 -4.45861
N 0.84169 2.57057 0.73590
C 1.79778 2.23810 1.78827
C 2.43866 0.85122 1.54145
O 3.66476 0.79542 1.50653
O 1.64196 -0.10815 1.39946
H 1.33279 2.53469 -0.15551
H 0.53066 3.53167 0.86449
H 1.28094 2.20419 2.74803
H 2.61236 2.97304 1.87031
C -0.47928 4.74342 5.04669
C -0.73507 4.66615 3.68565
C -1.15220 3.48782 3.10368
C -1.31599 2.31494 3.86379
C -1.06610 2.42492 5.25208
C -0.65705 3.60558 5.82362
N -1.62264 1.12275 3.29705
C -2.36621 0.24311 4.03694
C -2.05062 -1.12439 4.08907
C -2.87042 -2.01673 4.74771
C -4.03689 -1.59243 5.36869
C -4.35777 -0.24348 5.34159
C -3.53776 0.65949 4.70237
H -0.15186 5.67349 5.49137
H -0.61500 5.55250 3.07145
H -1.39137 3.45630 2.04517
H -1.17320 1.53492 5.85974
H -0.46000 3.64558 6.88919
H -1.14486 -1.46222 3.58904
H -2.60097 -3.06456 4.78092
H -4.68944 -2.30379 5.85736
H -5.26857 0.10200 5.81619
H -3.80737 1.70755 4.67432
```

## Properties
frontier orbital gap: 6.21 eV
spin multiplicity: 1
HOMO level: -3.9274 eV
F_max: 0.078 Eh/bohr
charge: -1
energy: -50301.53590 eV

ORCA calculation (ωB97M-V/def2-TZVPD) on 2 unconnected molecules or ions with the total composition C2H3Cl2N in a non-equilibrium geometry.

```
8
Properties=species:S:1:pos:R:3
C -1.22267 -0.07205 -0.32255
C 2.26424 -0.60597 -0.15587
N -1.15287 1.02847 -0.86619
Cl -1.55307 -0.44848 1.36537
Cl 2.88039 -0.56694 1.39620
H -1.33381 -0.87413 -0.97814
H 1.18568 -0.29265 -0.22712
H -1.06790 1.83176 -0.21169
```

## Properties
frontier orbital gap (alpha / beta): 8.14 / 8.14 eV
spin multiplicity: 1
HOMO level (alpha / beta): -9.0234 / -9.0221 eV
F_max: 0.050 Eh/bohr
energy: -28653.09934 eV

ORCA calculation (ωB97M-V/def2-TZVPD) on a molecular structure, C3H11NO in a non-equilibrium geometry.

```
16
Properties=species:S:1:pos:R:3
C -0.91542 0.34696 -0.58071
C -1.40443 -1.02055 -0.19861
O -1.59658 1.45379 -0.24193
H -2.25197 1.28973 0.47504
H -0.68458 0.41342 -1.64830
H -0.10800 1.35272 1.67539
H -1.61975 -1.58655 -1.12410
H -0.66715 -1.58483 0.38085
H -2.30344 -0.97954 0.42174
C 1.92957 -0.46347 0.15956
N 1.02333 0.63818 -0.16004
H 1.41372 1.21025 -0.91677
H 0.68938 1.18727 0.96557
H 2.08536 -1.13256 -0.69697
H 1.49665 -1.02868 0.99637
H 2.91331 -0.09614 0.49290
```

## Properties
frontier orbital gap: 7.69 eV
spin multiplicity: 1
HOMO level: -6.8400 eV
F_max: 0.050 Eh/bohr
energy: -6822.30459 eV

ORCA calculation (ωB97M-V/def2-TZVPD) on a molecular structure, C9H13ClN3 in a non-equilibrium geometry.

```
26
Properties=species:S:1:pos:R:3
C -0.53483 2.62970 -2.80394
C 1.47484 1.94209 -2.36256
C -1.06583 2.00509 -1.73258
C 1.01534 1.03980 -1.35659
C 0.51543 -1.21158 2.91367
C 0.80804 -2.24904 1.85752
C -0.60354 -0.44765 2.20586
C 0.40922 -1.65256 0.55091
C -0.93622 0.26600 -0.13502
N 0.70023 2.59179 -3.19291
N -0.33648 1.06240 -1.02071
N -0.37384 -0.60218 0.75249
Cl -2.57431 0.56459 0.34446
H -1.28836 3.28038 -3.31849
H 2.59804 1.78543 -2.46960
H -2.11353 2.08705 -1.45820
H 1.47202 0.22230 -0.88646
H 0.30390 -1.56230 3.91416
H 1.43431 -0.48392 2.92144
H 1.77753 -2.67417 1.87580
H 0.19321 -3.05714 2.13669
H -1.55294 -0.84092 2.39880
H -0.73620 0.58558 2.52647
H 0.77487 -2.24235 -0.23546
H -0.56829 -1.89740 -1.60234
H -0.79263 -1.14099 -1.82340
```

## Properties
frontier orbital gap (alpha / beta): 6.62 / 6.62 eV
spin multiplicity: 1
HOMO level (alpha / beta): -11.4883 / -11.4881 eV
F_max: 0.086 Eh/bohr
charge: +1
energy: -26525.14439 eV

Question: The lowest energy belongs to which entry?
Answer: C36H36N5O2Sr